1.
Below is a structure of composition C38H31AuN5O6PSTe, with properties calculated with ωB97M-V/def2-TZVPD.

The frontier orbital gap is 5.997 eV. The LUMO energy is -2.1 eV. The total charge is 0. The value obtained for the HOMO energy is -0.29674 hartree.

The geometry in XYZ format:
```
84
Properties=species:S:1:pos:R:3:forces:R:3:lowdin_charge:R:1
Au 0.133 -0.575 0.101 0.03 0.27 -0.25 0.76
N 1.084 0.358 1.499 0.01 -0.05 0.06 -0.37
P 1.964 -0.245 2.662 0.05 0.17 -0.13 0.78
C 3.504 -1.096 2.209 -0.12 -0.05 0.05 -0.28
C 3.503 -1.908 1.079 -0.01 0.03 0.00 -0.09
C 4.637 -2.619 0.731 0.06 -0.03 0.02 -0.07
C 5.780 -2.529 1.510 0.00 0.00 0.00 -0.08
C 5.782 -1.736 2.647 0.06 -0.03 -0.01 -0.08
C 4.645 -1.030 3.000 -0.02 0.07 0.10 -0.09
C 1.202 -1.420 3.825 0.01 0.00 -0.13 -0.28
C 0.276 -2.331 3.333 -0.01 -0.01 0.00 -0.08
C -0.253 -3.311 4.159 0.01 0.00 0.05 -0.07
C 0.138 -3.382 5.487 -0.06 -0.04 -0.01 -0.08
C 1.066 -2.479 5.985 0.01 0.01 0.00 -0.08
C 1.601 -1.506 5.157 0.11 0.03 0.04 -0.09
C 2.405 1.205 3.646 0.00 -0.02 0.02 -0.30
C 1.535 1.655 4.635 -0.06 -0.04 0.02 -0.09
C 1.758 2.870 5.262 0.01 0.06 0.01 -0.07
C 2.848 3.648 4.901 0.02 0.06 0.01 -0.08
C 3.711 3.214 3.906 0.00 -0.01 -0.03 -0.07
C 3.486 2.000 3.277 0.01 0.03 -0.03 -0.08
H 2.616 -1.983 0.465 -0.08 0.00 -0.05 0.07
H 4.626 -3.242 -0.151 0.01 -0.04 -0.06 0.11
H 6.669 -3.080 1.235 0.04 -0.03 -0.02 0.11
H 6.668 -1.669 3.263 0.04 0.00 0.03 0.10
H 4.654 -0.424 3.896 -0.01 0.04 0.04 0.10
H -0.029 -2.310 2.296 -0.03 0.04 -0.16 0.06
H -0.965 -4.018 3.759 -0.04 -0.04 -0.02 0.11
H -0.278 -4.143 6.133 0.00 -0.02 0.02 0.10
H 1.375 -2.534 7.018 0.02 0.00 0.06 0.10
H 2.335 -0.815 5.554 -0.01 -0.01 -0.01 0.10
H 0.678 1.056 4.916 -0.02 -0.01 0.00 0.11
H 1.079 3.211 6.030 -0.04 0.02 0.05 0.11
H 3.021 4.598 5.390 0.00 0.01 0.01 0.11
H 4.552 3.825 3.609 0.02 0.03 -0.01 0.11
H 4.149 1.673 2.487 0.03 -0.03 -0.02 0.08
O -0.422 -3.213 -0.029 -0.08 -0.33 0.13 -0.01
C -1.092 -2.757 -0.950 0.06 0.05 0.00 -0.63
O -1.118 -1.510 -1.269 0.05 0.14 0.10 -0.27
C -1.956 -3.645 -1.790 -0.13 -0.06 -0.14 -0.09
C -2.792 -3.109 -2.764 0.05 -0.21 0.03 0.09
C -3.577 -3.975 -3.506 0.03 -0.08 0.05 -0.10
C -3.568 -5.347 -3.326 0.14 0.18 0.16 0.09
C -2.715 -5.832 -2.351 -0.07 0.00 -0.05 -0.11
C -1.911 -5.017 -1.577 -0.04 0.07 -0.07 0.09
N -2.668 -7.292 -2.127 0.06 0.11 -0.01 -0.35
O -3.450 -7.975 -2.750 -0.05 -0.10 -0.03 0.09
O -1.846 -7.705 -1.337 -0.01 -0.07 0.03 0.09
N -4.468 -3.416 -4.544 0.08 -0.09 0.08 -0.35
O -4.433 -2.219 -4.720 -0.04 0.10 -0.05 0.10
O -5.170 -4.198 -5.148 -0.08 0.01 -0.08 0.09
H -2.826 -2.045 -2.937 -0.01 0.01 0.00 0.13
H -4.193 -6.002 -3.913 0.01 0.01 0.00 0.13
H -1.259 -5.431 -0.822 -0.01 0.02 -0.01 0.13
N -0.719 2.927 1.742 -0.12 -0.07 0.09 0.09
C -0.692 2.754 0.405 0.06 0.08 0.00 -0.97
S -1.868 1.899 -0.413 -0.18 -0.18 -0.03 0.57
N 0.333 3.309 -0.280 -0.13 -0.06 -0.19 0.05
C 1.383 4.120 0.175 0.14 -0.01 -0.02 -0.23
C 2.597 4.044 -0.507 -0.03 0.07 0.00 -0.04
C 3.657 4.850 -0.137 0.01 0.02 0.03 -0.08
C 3.522 5.740 0.921 -0.01 -0.05 -0.01 -0.10
C 2.311 5.821 1.589 0.03 0.05 0.06 -0.09
C 1.238 5.027 1.219 0.02 0.05 0.06 -0.03
H -1.380 2.324 2.207 0.03 0.00 -0.01 0.09
H 0.166 3.044 2.214 0.06 -0.06 0.06 0.07
H 0.362 3.023 -1.249 0.01 0.00 0.10 0.08
H 2.700 3.347 -1.329 -0.01 -0.02 -0.02 0.10
H 4.591 4.779 -0.677 0.04 0.00 -0.02 0.11
H 4.350 6.369 1.213 0.07 0.05 0.02 0.10
H 2.187 6.524 2.402 0.01 0.01 0.01 0.11
H 0.289 5.131 1.724 0.00 0.04 -0.03 0.11
Te 1.483 0.109 -1.995 0.07 -0.02 0.15 1.10
C 3.501 0.205 -1.404 -0.09 -0.01 0.02 -0.64
C 3.950 1.014 -0.364 0.00 -0.07 -0.05 -0.18
C 5.304 1.081 -0.082 0.00 0.02 0.02 -0.08
C 6.219 0.359 -0.836 0.01 0.01 0.00 -0.08
C 5.773 -0.440 -1.875 0.10 -0.03 -0.02 -0.09
C 4.417 -0.529 -2.150 -0.04 -0.01 -0.05 -0.17
H 3.237 1.563 0.236 -0.05 0.02 0.03 0.07
H 5.652 1.705 0.730 0.03 0.04 0.06 0.10
H 7.275 0.415 -0.610 0.02 0.01 0.01 0.11
H 6.478 -1.013 -2.464 0.00 0.00 0.00 0.11
H 4.077 -1.181 -2.944 -0.05 -0.04 -0.04 0.09
```
Forces are in eV/Å.

2.
Below is a structure of composition C38H31ClN9O5Zr, with properties calculated with ωB97M-V/def2-TZVPD.

The frontier orbital gap is 8.018 eV. The LUMO energy is -3.1 eV. The total charge is +1. The value obtained for the HOMO energy is -0.40787 hartree.

The geometry in XYZ format:
```
85
Properties=species:S:1:pos:R:3:forces:R:3:lowdin_charge:R:1
Zr -0.402 -0.592 -1.196 -0.29 0.32 0.01 1.82
O -3.615 -0.106 1.617 -0.02 -0.15 -0.04 0.08
C -2.908 -0.308 0.643 -0.15 0.16 0.09 -0.48
N -1.555 -0.380 0.637 0.17 0.11 -0.10 -0.12
C -0.913 -0.033 1.888 0.10 -0.06 0.05 -0.14
C 0.234 0.892 1.597 0.01 0.05 0.03 -0.24
C 0.838 1.655 2.586 -0.05 -0.01 -0.07 -0.01
C 1.853 2.527 2.240 -0.01 0.01 0.00 -0.03
C 2.224 2.632 0.906 -0.02 -0.05 -0.06 -0.03
C 1.595 1.824 -0.018 0.06 0.04 0.02 -0.12
N 0.633 0.954 0.318 -0.03 0.03 -0.13 0.00
C -3.536 -0.374 -0.727 -0.05 -0.15 0.23 -0.19
C -4.899 -0.566 -0.858 0.09 0.17 -0.15 0.03
C -5.442 -0.510 -2.131 0.01 -0.03 0.01 -0.01
C -4.607 -0.259 -3.212 0.05 0.03 0.01 -0.02
C -3.250 -0.114 -2.991 -0.08 -0.04 -0.01 -0.11
N -2.720 -0.187 -1.767 0.21 -0.17 0.07 0.00
H -1.621 0.441 2.570 -0.01 0.02 -0.01 0.13
H -0.530 -0.922 2.408 -0.04 0.01 -0.01 0.12
H 0.500 1.563 3.609 -0.02 0.01 -0.02 0.11
H 2.346 3.117 3.001 -0.01 0.00 0.00 0.12
H 2.998 3.316 0.587 0.00 0.00 0.00 0.12
H 1.870 1.843 -1.065 0.02 0.01 0.01 0.11
H -5.489 -0.728 0.032 -0.01 0.02 0.00 0.13
H -6.503 -0.656 -2.283 0.00 0.01 0.00 0.12
H -4.994 -0.192 -4.218 -0.01 -0.01 0.00 0.12
H -2.560 0.046 -3.810 -0.01 0.00 0.00 0.12
O -2.284 -3.502 -3.370 -0.31 -0.05 -0.10 -0.22
Cl -1.129 -2.981 -2.775 0.06 0.57 0.43 0.73
O -0.010 -3.827 -2.847 0.19 -0.25 -0.08 -0.23
O -1.392 -2.624 -1.335 0.09 -0.30 -0.17 -0.46
O -0.803 -1.637 -3.304 0.15 0.03 -0.13 -0.41
C 3.546 -1.490 -3.459 -0.01 -0.02 0.06 -0.06
C 3.504 -0.531 -4.460 0.02 0.01 -0.04 -0.06
C 2.483 0.403 -4.469 -0.02 -0.04 0.05 -0.02
C 1.517 0.390 -3.460 0.03 0.06 -0.05 -0.22
C 1.573 -0.529 -2.396 -0.13 0.04 0.17 -0.22
C 2.591 -1.483 -2.449 -0.06 0.00 -0.08 -0.13
C 0.396 1.359 -3.488 0.21 -0.14 -0.12 -0.21
C 0.118 2.141 -4.637 -0.10 0.15 0.14 0.02
C -0.871 3.074 -4.587 0.03 -0.06 0.03 0.03
C -1.594 3.280 -3.387 0.03 -0.04 0.05 -0.15
C -2.592 4.271 -3.261 0.00 0.00 0.00 -0.02
C -3.262 4.430 -2.082 -0.02 0.03 -0.02 -0.06
C -2.951 3.607 -0.982 0.04 -0.06 0.03 -0.04
C -1.993 2.634 -1.078 -0.04 0.09 -0.04 -0.02
C -1.301 2.441 -2.292 -0.06 0.07 -0.04 -0.21
N -0.349 1.452 -2.389 -0.07 -0.32 -0.13 0.03
H 4.323 -2.243 -3.464 0.00 0.00 0.00 0.11
H 4.255 -0.519 -5.238 0.00 0.00 0.00 0.11
H 2.462 1.137 -5.263 -0.01 0.01 0.00 0.10
H 2.644 -2.260 -1.693 -0.01 0.00 -0.03 0.09
H 0.676 1.977 -5.544 0.01 0.02 0.00 0.11
H -1.110 3.671 -5.459 0.00 0.01 0.00 0.13
H -2.810 4.901 -4.114 0.00 0.01 0.00 0.12
H -4.025 5.190 -1.984 0.00 0.00 -0.01 0.11
H -3.475 3.746 -0.045 0.00 0.01 0.00 0.12
H -1.757 2.013 -0.226 0.02 -0.01 0.01 0.09
C 3.124 -0.892 0.654 -0.02 0.08 0.02 0.01
C 1.998 -1.813 0.954 0.05 0.06 0.07 -0.31
N 0.840 -1.955 0.319 0.06 -0.22 -0.05 0.01
C 0.158 -2.972 0.978 0.01 -0.05 0.06 -0.11
C 0.897 -3.412 2.017 -0.05 -0.04 -0.05 -0.03
N 2.065 -2.679 1.996 -0.07 0.05 -0.03 0.01
C 3.036 -2.639 3.074 0.04 0.00 0.01 -0.05
N 2.759 -1.576 4.002 -0.02 -0.05 0.06 -0.04
N 3.416 -0.395 3.865 -0.07 -0.02 -0.12 0.07
N 2.899 0.471 4.638 0.15 0.11 0.21 0.08
C 1.863 -0.115 5.335 -0.02 -0.13 -0.05 -0.24
C 0.997 0.420 6.294 0.02 -0.02 -0.04 -0.01
C 0.033 -0.418 6.798 -0.02 0.00 0.01 -0.07
C -0.067 -1.761 6.377 -0.05 0.00 0.04 -0.06
C 0.782 -2.303 5.442 0.02 -0.02 -0.06 -0.01
C 1.752 -1.442 4.919 0.03 0.08 0.02 -0.17
H 2.991 -0.438 -0.319 -0.03 0.04 0.04 0.05
H 4.062 -1.450 0.635 0.01 0.02 0.02 0.10
H 3.209 -0.120 1.421 0.02 -0.02 -0.03 0.07
H -0.807 -3.308 0.655 -0.01 -0.01 0.02 0.10
H 0.720 -4.187 2.742 -0.02 0.00 0.01 0.12
H 4.033 -2.461 2.679 0.02 -0.01 -0.02 0.14
H 3.018 -3.600 3.583 -0.02 0.01 0.01 0.15
H 1.096 1.447 6.620 0.00 0.01 0.01 0.12
H -0.664 -0.054 7.541 0.01 0.01 0.01 0.11
H -0.837 -2.385 6.812 0.00 0.00 0.00 0.11
H 0.698 -3.339 5.145 0.00 -0.01 -0.02 0.10
```
Forces are in eV/Å.

3.
Below is a structure of composition C38H31FeI2N2O3SSb, with properties calculated with ωB97M-V/def2-TZVPD.

The frontier orbital gap (spin up / spin down) is 7.658 / 5.159 eV. Its spin multiplicity is 6. The LUMO energy (spin up / spin down) is -2.4 / -4.9 eV. The total charge is +1. The value obtained for the HOMO energy (spin up / spin down) is -0.36894 / -0.37104 hartree.

The geometry in XYZ format:
```
79
Properties=species:S:1:pos:R:3:forces:R:3:mulliken_spin:R:1
Fe 0.926 -0.281 -1.199 0.17 0.21 0.13 3.68
I 8.384 0.059 -2.567 0.10 0.00 -0.01 0.00
C 6.307 -0.021 -2.559 -0.12 0.00 0.02 0.02
C 5.629 -0.585 -3.632 0.01 0.03 0.04 -0.01
C 4.246 -0.639 -3.614 0.15 0.00 0.03 0.03
I 3.237 -1.552 -5.184 -0.07 -0.01 -0.01 0.00
C 3.509 -0.120 -2.542 -0.15 -0.20 0.08 0.03
O 2.192 -0.190 -2.537 -0.02 0.19 -0.55 0.15
C 4.209 0.428 -1.455 0.20 0.11 0.04 -0.01
C 3.472 0.998 -0.274 0.01 -0.08 0.00 0.02
N 2.471 0.050 0.297 0.01 -0.13 0.16 0.02
C 3.045 -1.258 0.680 -0.07 -0.04 -0.02 0.01
C 2.609 -2.371 -0.249 -0.05 0.08 0.00 0.00
C 3.437 -3.442 -0.544 -0.04 0.05 0.06 -0.01
C 2.966 -4.450 -1.366 -0.03 -0.04 -0.03 0.01
C 1.674 -4.372 -1.866 0.00 0.04 0.03 0.00
C 0.913 -3.268 -1.539 0.01 -0.06 0.03 0.03
N 1.367 -2.283 -0.754 0.07 -0.08 0.06 0.00
C 5.599 0.474 -1.476 -0.05 -0.07 -0.03 -0.01
H 6.172 -0.988 -4.474 0.02 0.00 0.00 0.00
H 2.931 1.908 -0.546 -0.04 -0.04 -0.04 -0.01
H 4.198 1.265 0.499 0.00 0.01 -0.03 0.00
H 2.088 0.468 1.138 0.06 0.08 0.00 0.00
H 2.688 -1.504 1.683 0.03 -0.01 -0.03 0.00
H 4.134 -1.216 0.720 -0.01 0.01 -0.04 0.00
H 4.442 -3.468 -0.144 0.01 0.00 0.00 0.00
H 3.602 -5.286 -1.623 0.00 0.00 0.00 0.00
H 1.270 -5.134 -2.516 0.01 -0.01 0.00 0.00
H -0.094 -3.151 -1.919 0.01 0.00 -0.01 0.00
H 6.130 0.902 -0.634 0.01 0.01 0.00 0.00
C -4.073 3.608 4.182 -0.01 0.00 0.02 0.01
C -2.723 3.930 4.169 0.00 0.01 0.00 0.01
C -1.843 3.190 3.396 0.00 0.01 0.00 0.00
C -2.310 2.111 2.648 -0.10 0.13 0.10 0.08
C -3.667 1.802 2.647 0.00 0.01 -0.05 0.00
C -4.545 2.552 3.418 -0.01 0.00 -0.01 0.00
Sb -0.924 1.012 1.505 -0.09 -0.14 -0.10 0.26
C -2.061 -0.654 0.857 -0.11 -0.07 -0.10 -0.02
C -2.799 -1.417 1.762 0.11 0.01 0.09 -0.01
C -3.492 -2.538 1.333 -0.02 -0.04 -0.01 0.00
C -3.459 -2.914 -0.004 -0.02 -0.01 -0.02 0.00
C -2.742 -2.158 -0.917 0.00 0.02 0.05 0.01
C -2.053 -1.032 -0.482 -0.01 0.07 -0.09 0.18
C 0.255 0.010 2.975 0.12 -0.01 0.04 0.11
C 0.996 0.760 3.888 -0.02 0.06 -0.01 0.00
C 1.806 0.130 4.820 0.02 -0.02 0.01 0.00
C 1.891 -1.256 4.843 0.00 0.01 0.01 0.01
C 1.171 -2.008 3.927 0.00 0.00 0.02 0.00
C 0.362 -1.379 2.988 -0.03 -0.03 -0.04 -0.01
H -4.761 4.189 4.782 0.00 0.01 0.00 0.00
H -2.359 4.765 4.753 0.01 0.00 0.01 0.00
H -0.796 3.472 3.376 0.01 -0.02 0.00 0.00
H -4.049 0.988 2.046 0.00 -0.02 -0.01 0.00
H -5.599 2.311 3.416 0.00 -0.01 0.00 0.00
H -2.827 -1.150 2.812 0.00 0.02 0.02 0.00
H -4.061 -3.123 2.043 0.00 0.01 0.01 0.00
H -4.007 -3.786 -0.334 0.00 -0.01 0.00 0.00
H -2.738 -2.427 -1.965 -0.01 0.02 -0.01 0.00
H -1.567 -0.403 -1.223 0.01 -0.04 0.02 -0.14
H 0.940 1.843 3.890 -0.01 -0.01 -0.01 0.00
H 2.367 0.721 5.532 0.00 0.00 0.00 0.00
H 2.518 -1.747 5.574 0.01 0.00 0.00 0.00
H 1.234 -3.088 3.942 0.00 -0.01 0.00 0.00
H -0.186 -1.984 2.276 -0.02 0.00 -0.01 -0.01
O -5.260 2.263 -5.510 -0.05 -0.09 0.07 0.00
C -5.169 2.665 -4.227 0.11 0.34 -0.10 0.00
O -6.085 3.220 -3.695 -0.06 -0.13 0.05 0.01
C -3.856 2.442 -3.532 -0.05 -0.10 0.01 0.05
C -3.546 3.290 -2.473 0.03 -0.04 -0.02 -0.02
C -2.363 3.129 -1.778 -0.01 -0.03 0.09 0.07
C -1.491 2.088 -2.103 -0.13 0.05 -0.03 -0.01
S -0.002 1.925 -1.186 0.01 0.01 0.16 0.44
C -1.808 1.232 -3.157 0.10 0.00 -0.05 0.00
C -2.977 1.419 -3.874 -0.05 -0.01 0.03 -0.02
H -4.401 1.983 -5.845 0.04 -0.03 -0.05 0.00
H -4.244 4.073 -2.211 -0.01 0.00 0.00 0.00
H -2.113 3.800 -0.967 0.01 0.02 0.00 0.00
H -1.125 0.438 -3.441 0.00 0.01 0.02 0.01
H -3.210 0.729 -4.677 0.00 0.01 -0.02 0.00
```
Forces are in eV/Å.

The calculation returns the following F_max values, one per record and in order: 0.37; 0.72; 0.58 eV Å⁻¹.
The calculation returns the following energy above the lowest of the compared OMol25 structures with the same formula, charge and spin values, one per record and in order: 27.5; 0.0; 0.0 kcal/mol.